(1)
ORCA calculation (ωB97M-V with the def2-TZVPD basis set) on C39H42N8O3PSTc as an isolated structure.

Computed properties:
Gap between HOMO and LUMO (spin up / spin down), eV: 7.0688 / 6.3878
Multiplicity: 4
Relative energy (zero: lowest compared OMol25 entry of this formula, charge and spin), kcal/mol: 16.2
Calculated total energy, a.u.: -2995.45273
HOMO level (spin up / spin down), Ha: -0.3578 / -0.3679
Net charge: +1

XYZ file:
```
95
Properties=species:S:1:pos:R:3:forces:R:3
Tc -1.6232 -0.2198 -0.4652 -0.082 0.449 0.394
O -0.6737 2.5786 -3.2598 -0.040 0.018 0.004
C -1.0255 1.5781 -2.6638 -0.023 0.025 0.010
N -1.6778 1.4996 -1.4750 -0.192 -0.016 -0.116
C -2.3356 2.5954 -0.8751 0.010 0.009 0.014
C -2.7011 3.7721 -1.5248 0.021 -0.062 0.044
C -3.4793 4.6940 -0.8463 -0.009 0.004 0.030
C -3.8969 4.4363 0.4538 -0.003 0.041 -0.040
C -3.5167 3.2748 1.1027 0.027 -0.021 0.068
C -2.7078 2.3507 0.4461 0.036 0.055 -0.088
N -2.2876 1.1008 0.9820 0.123 0.055 -0.179
C -2.1047 1.0587 2.3403 -0.114 -0.028 0.108
O -2.0095 2.0290 3.0709 0.024 -0.052 -0.053
C -2.0943 -0.3091 2.9581 0.116 0.021 0.108
C -2.2507 -0.4308 4.3339 0.051 -0.045 -0.037
C -2.2347 -1.7005 4.8834 -0.009 -0.025 -0.034
C -2.0518 -2.7919 4.0438 -0.013 0.071 0.028
C -1.8985 -2.5629 2.6870 0.028 -0.102 0.126
N -1.9263 -1.3457 2.1505 -0.047 0.176 0.332
C -0.7873 0.2191 -3.2638 -0.045 -0.021 0.001
C -0.3597 0.1030 -4.5725 0.006 0.007 0.021
C -0.2591 -1.1601 -5.1276 -0.002 -0.006 0.002
C -0.5978 -2.2575 -4.3505 0.003 -0.005 0.002
C -0.9987 -2.0601 -3.0431 0.052 0.034 0.014
N -1.0821 -0.8407 -2.4967 0.053 -0.094 -0.150
H -2.3823 3.9529 -2.5382 0.003 0.000 -0.025
H -3.7690 5.6125 -1.3387 -0.004 -0.002 -0.003
H -4.5223 5.1504 0.9727 0.003 0.002 -0.001
H -3.8390 3.0955 2.1165 0.022 -0.003 -0.018
H -2.3745 0.4610 4.9299 0.001 0.017 -0.006
H -2.3624 -1.8401 5.9487 0.005 -0.002 0.001
H -2.0296 -3.8019 4.4294 -0.004 0.003 0.000
H -1.7473 -3.3944 2.0042 -0.034 0.114 0.346
H -0.1360 1.0097 -5.1169 -0.001 0.000 -0.003
H 0.0610 -1.2891 -6.1529 0.000 0.002 0.000
H -0.5588 -3.2621 -4.7463 0.000 -0.001 0.003
H -1.2663 -2.8997 -2.4213 0.001 -0.009 0.017
S -5.3412 -2.7369 -0.5347 0.006 0.007 -0.011
C -5.8320 -1.1271 -0.8504 -0.016 -0.003 0.004
C -4.7874 -0.2528 -0.8950 0.009 -0.027 -0.032
C -3.5377 -0.8936 -0.6746 0.045 -0.011 -0.037
C -3.6967 -2.2466 -0.4652 0.011 0.015 -0.019
C -2.5425 -3.0812 -0.2108 0.010 0.055 -0.243
C -2.5295 -4.4728 -0.1290 0.009 -0.037 -0.045
C -1.3243 -5.1242 0.0492 -0.006 -0.021 -0.042
C -0.1510 -4.3828 0.1558 -0.002 -0.021 0.025
C -0.2325 -3.0067 0.0788 -0.021 0.011 0.013
N -1.3959 -2.3753 -0.0997 0.193 -0.305 -0.566
H -6.8806 -0.9097 -0.9805 0.001 -0.001 -0.001
H -4.9062 0.8072 -1.0725 0.001 0.002 0.008
H -3.4564 -5.0224 -0.2213 -0.001 -0.008 0.004
H -1.2953 -6.2044 0.1046 0.000 0.001 0.000
H 0.8081 -4.8591 0.2996 -0.007 -0.005 0.004
H 0.6434 -2.3752 0.1735 0.007 0.012 -0.020
O 0.4616 0.1754 -0.1001 -0.191 -0.454 0.027
P 1.9329 0.3367 0.1638 0.041 0.083 -0.065
N 2.8141 -0.0667 -1.1672 0.101 0.277 0.108
C 2.5817 0.8066 -2.3358 -0.016 -0.001 0.003
C 3.3702 0.1097 -3.4297 0.001 -0.001 0.000
C 4.6331 -0.3211 -2.6866 -0.015 -0.020 -0.008
C 4.1394 -0.7115 -1.2856 -0.046 -0.137 -0.015
N 2.1264 1.9170 0.5457 -0.017 -0.035 -0.106
C 3.4573 2.5102 0.7346 0.017 -0.007 0.021
C 3.1623 3.9977 0.9246 -0.003 0.000 -0.005
C 1.9132 4.2139 0.0723 0.001 0.008 0.009
C 1.0919 2.9572 0.3334 -0.023 0.000 0.049
N 2.4067 -0.6490 1.3966 -0.055 0.041 0.008
C 1.6118 -0.4699 2.6320 0.056 -0.028 0.019
C 2.1696 -1.5526 3.5354 0.004 -0.004 0.017
C 3.6717 -1.4787 3.2555 -0.012 -0.017 -0.014
C 3.7823 -1.0398 1.7826 0.044 -0.014 -0.016
H 2.9678 1.8185 -2.1614 -0.006 0.003 -0.009
H 1.5171 0.8884 -2.5459 0.057 0.003 -0.002
H 3.5746 0.7620 -4.2769 -0.002 -0.003 -0.003
H 2.8156 -0.7616 -3.7867 -0.007 0.006 0.003
H 5.3251 0.5195 -2.6179 -0.007 0.007 0.005
H 5.1578 -1.1425 -3.1708 0.012 0.007 0.001
H 4.8374 -0.3720 -0.5219 0.007 0.001 -0.018
H 4.0308 -1.7940 -1.1906 0.002 0.012 0.006
H 4.0899 2.3459 -0.1477 0.001 -0.005 0.009
H 3.9661 2.0796 1.6000 0.001 0.001 0.000
H 4.0038 4.6230 0.6326 0.001 0.005 0.003
H 2.9379 4.1975 1.9740 0.001 -0.003 0.000
H 2.1817 4.2731 -0.9852 -0.005 -0.007 -0.002
H 1.3687 5.1194 0.3330 -0.003 0.001 -0.006
H 0.4375 2.6992 -0.4974 0.033 0.017 0.011
H 0.4738 3.0603 1.2296 -0.008 0.007 -0.004
H 0.5560 -0.5819 2.4114 -0.126 -0.015 0.003
H 1.7757 0.5257 3.0633 -0.022 -0.006 -0.004
H 1.7643 -2.5231 3.2398 0.000 0.008 -0.005
H 1.9250 -1.3842 4.5830 0.001 -0.013 -0.003
H 4.1778 -2.4270 3.4263 0.015 0.014 0.014
H 4.1386 -0.7368 3.9034 -0.017 0.013 -0.002
H 4.1270 -1.8542 1.1482 -0.017 0.000 0.009
H 4.4882 -0.2121 1.6830 0.000 -0.016 -0.005
```
Forces are in eV/Å.

(2)
ORCA calculation (ωB97M-V with the def2-TZVPD basis set) on C39H43As3IMnO2 as an isolated structure.

Computed properties:
Gap between HOMO and LUMO (spin up / spin down), eV: 4.8286 / 4.5813
Multiplicity: 4
Relative energy (zero: lowest compared OMol25 entry of this formula, charge and spin), kcal/mol: 0.0
Calculated total energy, a.u.: -9817.41623
HOMO level (spin up / spin down), Ha: -0.5519 / -0.5523
Net charge: +3

XYZ file:
```
89
Properties=species:S:1:pos:R:3:forces:R:3
Mn 1.0838 -0.8683 -0.2123 -0.072 -0.435 -0.347
C -3.1395 -0.2008 -1.0521 -0.108 0.080 -0.006
C -2.9114 -1.1106 0.1408 0.010 -0.125 -0.143
As -1.1148 -1.8545 0.3741 0.038 0.212 0.394
C -1.3319 -3.2633 1.6476 0.051 -0.112 -0.115
C -0.2738 -4.1478 1.8530 -0.013 0.005 0.039
C -0.3880 -5.1532 2.7992 -0.023 -0.023 0.019
C -1.5553 -5.2730 3.5454 0.004 0.022 -0.012
C -2.6076 -4.3922 3.3385 0.013 -0.036 0.032
C -2.5017 -3.3853 2.3888 -0.030 0.048 0.016
C -0.5292 -2.5831 -1.3077 -0.098 0.048 -0.094
C -0.2393 -1.6313 -2.3027 0.016 0.077 0.002
C 0.3451 -2.0274 -3.5038 -0.019 -0.044 -0.008
C 0.6353 -3.3646 -3.7072 0.028 -0.030 -0.034
C 0.3499 -4.3117 -2.7224 0.010 0.017 -0.031
C -0.2195 -3.9293 -1.5204 0.078 0.028 0.021
As -2.1450 1.4845 -1.0255 -0.045 0.135 -0.057
C -2.8751 2.6495 -2.3037 0.007 -0.091 0.093
C -2.8020 4.0322 -2.0748 0.026 0.009 0.011
C -3.3496 4.8962 -3.0014 -0.030 -0.020 -0.047
C -3.9409 4.3895 -4.1579 0.020 -0.014 0.033
C -3.9867 3.0155 -4.3977 -0.025 0.060 -0.013
C -3.4434 2.1402 -3.4814 0.020 -0.021 -0.036
C -2.2161 2.2612 0.7169 -0.012 -0.011 0.056
C -1.0423 2.4348 1.4462 0.039 -0.003 -0.037
C -1.1118 3.0197 2.7022 -0.030 0.010 0.059
C -2.3385 3.4111 3.2232 -0.032 -0.008 -0.024
C -3.5069 3.2328 2.4896 0.050 0.001 0.014
C -3.4521 2.6638 1.2262 0.012 -0.036 -0.005
H -4.1883 0.1081 -1.0651 -0.023 -0.011 -0.019
H -2.9399 -0.7008 -1.9993 0.026 -0.008 0.006
H -3.5483 -1.9894 0.0202 -0.005 -0.023 0.039
H -3.1884 -0.6318 1.0788 0.077 0.093 0.049
H 0.6327 -4.0724 1.2662 0.024 0.003 0.009
H 0.4268 -5.8494 2.9500 -0.012 0.003 0.001
H -1.6455 -6.0583 4.2839 -0.001 0.006 -0.005
H -3.5181 -4.4892 3.9146 0.010 -0.003 -0.006
H -3.3371 -2.7124 2.2491 -0.002 0.011 -0.007
H -0.5498 -0.5900 -2.1819 0.123 -0.111 0.010
H 0.5541 -1.2996 -4.2766 -0.001 0.011 0.013
H 1.0792 -3.6812 -4.6419 0.004 -0.007 0.017
H 0.5703 -5.3557 -2.9028 -0.011 0.001 -0.003
H -0.4375 -4.6663 -0.7587 -0.032 -0.025 -0.034
H -2.3459 4.4181 -1.1717 0.006 0.004 0.013
H -3.3208 5.9633 -2.8289 -0.008 -0.004 -0.004
H -4.3680 5.0711 -4.8817 0.006 -0.003 0.000
H -4.4484 2.6379 -5.2998 -0.002 0.007 0.007
H -3.4787 1.0750 -3.6731 0.004 -0.010 0.006
H -0.0874 2.1493 1.0193 -0.036 0.008 0.033
H -0.2083 3.1923 3.2735 -0.007 -0.002 -0.017
H -2.3854 3.8716 4.2013 -0.005 -0.002 -0.010
H -4.4584 3.5504 2.8945 0.007 0.002 -0.002
H -4.3607 2.5508 0.6461 -0.004 0.005 0.005
C -0.1582 -0.7656 3.7503 0.015 0.020 0.019
C 1.2272 -0.1565 3.5970 0.040 -0.027 0.002
As 2.1764 -0.6654 1.9818 -0.052 0.108 -0.169
C 2.9193 -2.4559 2.1170 -0.002 0.091 -0.027
C 3.0919 -3.0363 0.7122 0.042 0.013 0.079
C 3.6480 0.5818 1.7422 -0.002 -0.040 0.059
C 4.5263 0.6859 2.9870 -0.004 0.005 -0.004
H -0.6131 -0.4093 4.6744 0.025 -0.018 0.011
H -0.1223 -1.8554 3.7948 -0.009 0.038 -0.013
H -0.8130 -0.4674 2.9284 -0.005 0.026 0.020
H 1.8886 -0.4622 4.4101 0.027 -0.022 0.027
H 1.2089 0.9339 3.5986 -0.059 0.019 -0.045
H 2.2513 -3.0472 2.7417 -0.049 -0.020 -0.022
H 3.8748 -2.3764 2.6351 0.026 -0.030 0.013
H 2.1491 -3.0371 0.1390 -0.050 -0.015 -0.017
H 3.4091 -4.0780 0.7585 0.007 0.001 -0.010
H 3.8301 -2.4870 0.1294 0.006 0.011 -0.013
H 3.1973 1.5406 1.4820 -0.006 0.022 -0.015
H 4.2092 0.2307 0.8751 0.000 -0.006 -0.013
H 3.9753 1.0713 3.8439 -0.006 -0.004 0.017
H 5.3484 1.3738 2.7924 -0.004 0.001 -0.012
H 4.9660 -0.2735 3.2582 0.005 -0.009 0.014
I 4.8055 5.2652 -4.8951 -0.031 -0.051 0.040
C 3.9231 3.7839 -3.7513 0.026 0.027 -0.026
C 4.4221 2.4810 -3.7998 0.042 -0.033 -0.025
C 3.8379 1.4945 -3.0348 0.049 -0.020 -0.035
C 2.7455 1.8057 -2.2160 0.005 -0.056 0.008
C 2.2474 3.1132 -2.1689 -0.023 0.043 0.014
C 2.8345 4.0968 -2.9325 -0.031 0.067 0.006
C 2.1448 0.7735 -1.4254 -0.096 0.062 0.133
O 2.5519 -0.4435 -1.3825 0.045 0.026 0.169
O 1.1005 0.9691 -0.6566 0.063 0.060 -0.072
H 5.2660 2.2494 -4.4346 -0.003 -0.007 0.005
H 4.2186 0.4816 -3.0630 0.001 0.020 -0.010
H 1.4091 3.3475 -1.5260 -0.010 0.020 0.007
H 2.4626 5.1114 -2.8992 -0.004 -0.009 0.007
```
Forces are in eV/Å.